# 1
{
  "formula": "C24H27CeN5O6S",
  "method": "wB97M-V/def2-TZVPD",
  "species": ["Ce", "O", "C", "C", "C", "C", "C", "C", "C", "N", "C", "C", "N", "C", "C", "C", "C", "C", "C", "C", "O", "H", "H", "H", "H", "H", "H", "H", "H", "H", "H", "H", "H", "H", "H", "C", "C", "S", "O", "O", "C", "C", "N", "C", "N", "C", "C", "N", "O", "O", "C", "H", "H", "H", "H", "H", "H", "H", "H", "H", "H", "H", "H", "H"],
  "coordinates": [[1.57303, -0.03609, 0.24548], [2.17904, -1.30326, -1.38260], [2.39088, -1.13808, -2.68706], [2.15286, -2.20270, -3.56042], [2.36991, -2.06970, -4.91746], [2.85341, -0.87615, -5.45608], [3.11671, 0.17081, -4.60327], [2.87510, 0.07527, -3.22433], [3.22659, 1.23415, -2.41654], [2.85890, 1.45121, -1.21086], [3.43156, 2.56917, -0.45759], [4.21403, 2.00901, 0.72675], [3.36279, 1.09466, 1.50806], [3.63751, 0.91842, 2.74900], [2.99292, 0.01948, 3.69272], [3.49208, 0.06013, 5.00578], [2.99325, -0.75357, 5.99496], [1.96773, -1.64294, 5.66861], [1.45864, -1.70782, 4.38722], [1.95379, -0.88254, 3.37825], [1.43944, -0.96102, 2.15043], [1.81167, -3.13818, -3.13580], [2.17699, -2.91245, -5.56923], [3.03511, -0.78271, -6.51697], [3.51511, 1.10034, -4.99448], [3.87835, 1.96532, -2.90595], [2.62028, 3.20091, -0.08376], [4.08215, 3.19026, -1.07911], [4.59318, 2.82641, 1.34536], [5.06996, 1.44985, 0.34010], [4.46460, 1.49443, 3.17609], [4.29373, 0.75496, 5.22976], [3.38869, -0.70839, 6.99919], [1.56404, -2.29689, 6.43110], [0.66496, -2.39629, 4.12966], [-5.82410, -0.16003, 2.74565], [-5.47878, -1.06799, 1.56928], [-4.30845, -0.24772, 0.52453], [-2.98651, -0.43228, 1.07918], [-4.78694, 1.08408, 0.24223], [-4.35227, -1.13921, -1.00864], [-3.69996, -0.31682, -2.11711], [-2.53113, 0.43758, -1.64359], [-1.38267, -0.11170, -1.20416], [-0.57775, 0.81147, -0.68409], [-1.24780, 2.00747, -0.77044], [-2.43534, 1.78787, -1.36622], [-3.41128, 2.79389, -1.70839], [-3.30112, 3.84470, -1.12122], [-4.31733, 2.48550, -2.45302], [-1.07940, -1.57181, -1.25245], [-6.44816, -0.71101, 3.44701], [-6.36386, 0.72158, 2.40918], [-4.92737, 0.16271, 3.27354], [-6.35065, -1.30460, 0.95882], [-4.99479, -1.99248, 1.88537], [-5.39887, -1.30415, -1.26516], [-3.86860, -2.10051, -0.83649], [-4.39780, 0.40840, -2.51769], [-3.38416, -0.97145, -2.92683], [-0.84863, 2.94775, -0.43327], [-1.53645, -2.05145, -2.11606], [-1.45607, -2.05123, -0.34488], [-0.00278, -1.73455, -1.32208]],
  "lowdin_charge": [1.46, -0.29, -0.32, -0.01, -0.06, -0.08, -0.03, -0.13, -0.05, -0.09, -0.18, -0.17, -0.08, -0.05, -0.13, -0.04, -0.08, -0.05, 0.00, -0.31, -0.29, 0.12, 0.11, 0.11, 0.12, 0.14, 0.12, 0.13, 0.13, 0.13, 0.14, 0.12, 0.11, 0.11, 0.12, -0.10, -0.29, 0.67, -0.30, -0.27, -0.20, -0.11, 0.05, -0.32, -0.01, 0.01, -0.14, -0.33, 0.13, 0.10, 0.04, 0.09, 0.08, 0.08, 0.11, 0.11, 0.12, 0.11, 0.11, 0.14, 0.14, 0.10, 0.10, 0.06],
  "total_charge": 1,
  "orbital_gap_ev": [7.8, 8.1],
  "largest_force_ev_per_a": 1.6,
  "s2": 0.751,
  "multiplicity": 2
}

=====

# 2
{
  "formula": "C24H27F2N3O3P2",
  "method": "wB97M-V/def2-TZVPD",
  "species": ["C", "C", "N", "C", "C", "C", "C", "P", "O", "O", "O", "C", "N", "C", "C", "P", "C", "C", "N", "C", "H", "H", "H", "H", "H", "H", "H", "H", "H", "H", "H", "H", "H", "H", "H", "H", "H", "F", "C", "C", "C", "C", "C", "C", "H", "H", "H", "H", "H", "F", "C", "C", "C", "C", "C", "C", "H", "H", "H", "H", "H"],
  "coordinates": [[2.53987, 1.90820, -1.10142], [1.07049, 2.15635, -1.82420], [0.51761, 0.80442, -2.31861], [-0.57919, 0.46809, -1.28623], [-2.03456, 1.21527, -1.38288], [-3.14735, 0.85663, -0.23175], [-2.79078, -0.22620, 0.98912], [-4.20410, -0.48734, 2.28000], [-4.10651, -1.85174, 3.07233], [-4.22157, 0.91843, 3.36384], [-5.70884, -0.35061, 1.34868], [-1.31653, -1.01005, 1.06730], [-1.14576, -1.98814, 2.19436], [0.25011, -2.54278, 2.12103], [1.39971, -2.17439, 1.02931], [3.15789, -2.95913, 1.14732], [3.23896, -4.67263, 0.30710], [3.70889, -3.00956, 2.97875], [1.15333, -1.22125, -0.10481], [-0.22809, -0.63034, -0.07912], [3.37745, 2.64463, -1.52233], [2.40276, 2.07029, 0.07083], [2.84760, 0.78704, -1.31461], [1.15831, 2.93225, -2.69683], [0.37129, 2.62092, -1.00812], [-0.03133, 0.97227, -3.21484], [-2.28698, 1.98253, -2.23145], [-4.19282, 1.41055, -0.30321], [-3.88784, 1.72024, 2.83437], [-6.08840, 0.58192, 1.52288], [0.54756, -3.33753, 2.96109], [4.34647, -4.78115, -0.12140], [2.53080, -4.75889, -0.64348], [3.07704, -5.57058, 1.04232], [4.14994, -1.92964, 3.22724], [2.76196, -3.14209, 3.66075], [4.57194, -3.77321, 3.18655], [5.26351, -0.56910, -2.28832], [6.22991, -1.45544, -2.01430], [6.09169, -2.30188, -0.91973], [7.09530, -3.22841, -0.63706], [8.23216, -3.29069, -1.44666], [8.36394, -2.43337, -2.54008], [7.35514, -1.51474, -2.82896], [5.20552, -2.23338, -0.29727], [6.99320, -3.89993, 0.21181], [9.01674, -4.01046, -1.22319], [9.25155, -2.48089, -3.16634], [7.43716, -0.84697, -3.68013], [-4.97728, 3.77974, 0.96645], [-6.21840, 4.08065, 0.56184], [-7.27077, 3.23533, 0.89590], [-8.56396, 3.55093, 0.47921], [-8.78885, 4.70390, -0.27701], [-7.72522, 5.54337, -0.61153], [-6.43403, 5.23335, -0.18521], [-7.07575, 2.33981, 1.47682], [-9.39471, 2.90066, 0.74181], [-9.79699, 4.94732, -0.60560], [-7.90208, 6.43801, -1.20368], [-5.59709, 5.87941, -0.42866]],
  "lowdin_charge": [-0.13, -0.27, -0.06, -0.11, -0.01, -0.03, -0.15, 0.72, -0.37, -0.24, -0.24, -0.12, 0.06, -0.05, -0.35, 0.85, -0.33, -0.33, 0.06, -0.08, 0.08, 0.08, 0.07, 0.12, 0.10, 0.11, 0.10, 0.09, 0.08, 0.05, 0.11, 0.04, 0.07, 0.04, 0.06, 0.03, 0.06, 0.06, -0.28, -0.03, -0.09, -0.10, -0.09, -0.02, 0.03, 0.10, 0.10, 0.10, 0.11, 0.05, -0.29, -0.02, -0.07, -0.09, -0.08, -0.02, 0.10, 0.11, 0.10, 0.11, 0.12],
  "total_charge": 0,
  "orbital_gap_ev": 6.6,
  "largest_force_ev_per_a": 7.5
}

=====

# 3
{
  "formula": "C24H27F6NO2P2Re",
  "method": "wB97M-V/def2-TZVPD",
  "species": ["C", "C", "C", "C", "C", "C", "C", "C", "C", "C", "C", "C", "C", "H", "H", "H", "H", "H", "H", "H", "N", "Re", "C", "H", "H", "C", "H", "H", "P", "P", "C", "H", "H", "H", "C", "H", "H", "H", "C", "H", "H", "H", "C", "H", "H", "H", "C", "O", "H", "C", "C", "O", "C", "F", "F", "F", "C", "F", "F", "F", "H", "H", "H"],
  "coordinates": [[-2.61767, -2.97417, 2.13639], [-1.81166, -2.31484, 1.22066], [-2.14103, -0.98495, 0.85644], [-3.24930, -0.32521, 1.43644], [-4.04162, -1.03296, 2.34041], [-3.72433, -2.33627, 2.70383], [-3.82075, 0.94966, 0.85567], [-3.35399, 1.10481, -0.57467], [-2.29083, 0.35224, -1.11900], [-2.03311, 0.33492, -2.51614], [-2.86066, 1.08810, -3.34619], [-3.92702, 1.82791, -2.83768], [-4.17730, 1.81380, -1.46434], [-2.39819, -4.00958, 2.36979], [-4.95536, -0.55446, 2.70610], [-4.37379, -2.87198, 3.39072], [-4.90964, 0.75183, 0.76634], [-2.66304, 1.09286, -4.41299], [-4.58717, 2.39549, -3.49822], [-5.04923, 2.33499, -1.05415], [-1.41994, -0.33333, -0.19938], [0.49044, 0.09323, -0.09645], [-0.57891, -3.03682, 0.71179], [-0.61927, -3.31914, -0.35423], [-0.39830, -3.95172, 1.29756], [-0.79796, -0.32684, -3.14021], [-0.79957, -1.43068, -3.09523], [-0.73156, -0.03374, -4.20191], [0.85317, -1.95050, 0.99873], [0.72135, 0.31026, -2.30006], [0.92950, 1.99642, -2.95802], [1.72880, 2.47536, -2.37602], [1.22484, 1.96735, -4.01436], [-0.00360, 2.56681, -2.85221], [2.18925, -0.67771, -2.69221], [2.50658, -0.45528, -3.71775], [2.98714, -0.36715, -1.99326], [1.95763, -1.74857, -2.57638], [0.86388, -1.67723, 2.80389], [0.84894, -2.65047, 3.31992], [1.77839, -1.11593, 3.05016], [-0.02293, -1.09385, 3.10441], [2.36965, -2.73876, 0.49749], [3.20768, -2.06578, 0.72561], [2.46735, -3.68093, 1.04676], [2.33093, -2.92540, -0.58244], [-0.18198, 1.90726, 0.09171], [-0.73147, 2.94128, 0.12330], [-3.86712, 1.84493, 1.49016], [2.77283, 2.28970, 2.36912], [3.24156, 1.43271, 1.21015], [2.23414, 0.55210, 0.79117], [3.63288, 2.35582, -0.00620], [4.65123, 3.20790, 0.28016], [3.95345, 1.67559, -1.13802], [2.53756, 3.12767, -0.32829], [4.42847, 0.44490, 1.60255], [5.55830, 1.03734, 2.06207], [3.97978, -0.38971, 2.59583], [4.77065, -0.36950, 0.56571], [1.99387, 2.96875, 2.00228], [3.61132, 2.85797, 2.79222], [2.31675, 1.64348, 3.13047]],
  "lowdin_charge": [-0.02, -0.24, -0.17, -0.12, -0.01, -0.02, -0.06, -0.14, -0.19, -0.21, -0.03, -0.02, 0.00, 0.13, 0.14, 0.13, 0.14, 0.12, 0.13, 0.14, -0.15, 1.20, -0.25, 0.11, 0.11, -0.22, 0.11, 0.11, 0.79, 0.76, -0.17, 0.04, 0.08, 0.07, -0.19, 0.08, 0.05, 0.06, -0.17, 0.08, 0.04, 0.07, -0.19, 0.04, 0.08, 0.05, -0.16, 0.20, 0.15, 0.04, -0.38, -0.36, -0.47, 0.18, 0.14, 0.10, -0.47, 0.17, 0.12, 0.13, 0.10, 0.12, 0.11],
  "total_charge": 2,
  "orbital_gap_ev": [6.1, 5.1],
  "largest_force_ev_per_a": 6.7,
  "s2": 3.779,
  "multiplicity": 4
}

=====

# 4
{
  "formula": "C24H27F9N2O8",
  "method": "wB97M-V/def2-TZVPD",
  "species": ["C", "C", "C", "C", "C", "C", "C", "O", "O", "C", "N", "C", "C", "N", "C", "C", "H", "H", "H", "H", "H", "H", "H", "H", "H", "H", "H", "H", "C", "C", "O", "C", "O", "C", "F", "F", "F", "H", "H", "H", "H", "H", "C", "C", "O", "C", "O", "C", "F", "F", "F", "H", "H", "H", "H", "H", "C", "C", "O", "C", "O", "C", "F", "F", "F", "H", "H", "H", "H", "H"],
  "coordinates": [[1.94319, 0.00824, 4.13306], [2.54578, -1.52019, 4.18113], [2.83608, -2.19000, 2.70791], [4.01285, -3.35137, 2.59615], [4.33236, -4.08665, 1.16616], [5.52417, -5.26017, 1.16746], [4.93575, -6.78465, 1.03752], [4.15903, -7.23881, 0.02014], [5.32355, -7.77318, 2.09749], [3.52280, -3.65953, -0.22511], [3.92832, -4.37025, -1.48533], [3.10390, -3.92449, -2.65975], [1.92702, -2.80577, -2.56142], [1.53446, -2.04556, -1.32576], [2.36934, -2.51468, -0.16781], [2.04492, -1.81884, 1.31268], [2.38576, 0.67007, 5.01573], [0.77161, -0.06162, 4.30807], [2.16812, 0.57809, 3.11461], [1.73511, -2.21058, 4.70694], [3.53111, -1.61620, 4.84383], [4.62677, -3.66686, 3.54166], [6.14452, -5.21606, 2.17145], [6.22502, -5.08795, 0.22301], [6.28303, -7.55928, 2.34162], [3.30641, -4.42625, -3.70490], [1.33368, -2.55210, -3.56135], [1.18369, -0.99887, 1.40988], [3.03548, 6.84071, 4.17745], [3.28877, 5.56059, 3.40242], [3.82369, 4.54368, 4.26334], [2.91540, 3.87460, 5.04154], [1.70881, 4.10328, 5.03652], [3.60892, 2.79310, 5.86951], [4.74824, 3.24077, 6.47223], [3.97770, 1.72204, 5.10886], [2.82346, 2.29837, 6.86750], [3.94629, 7.16560, 4.69129], [2.70129, 7.63863, 3.50863], [2.27247, 6.69304, 4.94738], [4.03864, 5.74628, 2.62599], [2.38305, 5.20587, 2.89688], [-2.24730, -1.24101, -1.70393], [-2.66363, -2.47048, -2.49043], [-3.62201, -2.12505, -3.50216], [-3.11349, -1.58040, -4.65238], [-1.91738, -1.37898, -4.84458], [-4.23120, -1.30559, -5.65804], [-5.30991, -0.69124, -5.09174], [-4.70305, -2.45253, -6.22694], [-3.83809, -0.50405, -6.68794], [-3.12531, -0.73324, -1.29109], [-1.57710, -1.51426, -0.88426], [-1.73373, -0.51706, -2.34340], [-3.15327, -3.18446, -1.81951], [-1.80016, -2.98264, -2.93071], [-8.36075, 2.38290, -4.73763], [-7.51868, 2.06563, -3.51543], [-6.31137, 2.84269, -3.51549], [-6.42827, 4.13685, -3.07991], [-7.48406, 4.64182, -2.70778], [-5.06709, 4.83206, -3.08582], [-4.36943, 4.61423, -4.23802], [-4.26576, 4.39990, -2.06951], [-5.15765, 6.18518, -2.94961], [-7.77617, 2.24570, -5.65339], [-9.24214, 1.73704, -4.77892], [-8.69569, 3.42430, -4.72821], [-7.21872, 1.01256, -3.54220], [-8.07914, 2.21709, -2.58556]],
  "lowdin_charge": [-0.14, -0.22, -0.13, 0.02, -0.07, -0.09, -0.26, -0.03, -0.03, -0.10, 0.05, -0.06, -0.07, 0.03, -0.14, 0.03, 0.06, 0.09, 0.09, 0.12, 0.12, 0.10, 0.12, 0.14, 0.11, 0.11, 0.11, 0.10, -0.06, -0.21, 0.01, -0.32, 0.14, -0.47, 0.14, 0.11, 0.14, 0.08, 0.08, 0.08, 0.13, 0.13, -0.07, -0.21, 0.01, -0.32, 0.14, -0.47, 0.13, 0.14, 0.14, 0.08, 0.07, 0.08, 0.13, 0.12, -0.06, -0.21, 0.01, -0.32, 0.14, -0.47, 0.14, 0.14, 0.14, 0.08, 0.08, 0.08, 0.12, 0.13],
  "total_charge": 0,
  "orbital_gap_ev": 7.2,
  "largest_force_ev_per_a": 9.5
}